No. 1
{"formula": "C21H31Cl5P2Zn", "method": "the ωB97M-V functional and the def2-TZVPD basis", "energy_ev": -151880.0252, "relative_energy_kj_mol": 122.2, "gap_ev": 4.26, "total_charge": 0, "species": ["P", "P", "C", "C", "H", "H", "H", "H", "C", "H", "H", "H", "C", "H", "H", "H", "C", "H", "H", "H", "C", "H", "H", "H", "Zn", "C", "C", "C", "C", "C", "C", "C", "C", "C", "H", "H", "H", "H", "H", "H", "H", "H", "H", "H", "H", "H", "H", "H", "H", "Cl", "C", "C", "C", "Cl", "C", "Cl", "C", "Cl", "C", "Cl"], "xyz": [[1.450994, 3.034350, -0.225538], [2.200076, -0.805073, -1.537187], [2.836962, 1.875935, -0.535869], [2.734551, 0.941172, -1.765512], [3.046740, 1.306489, 0.387393], [3.695242, 2.554116, -0.676774], [2.123081, 1.370456, -2.571969], [3.747869, 0.850366, -2.179550], [3.731673, -1.652266, -1.019317], [3.542399, -2.718151, -0.836544], [4.114396, -1.209215, -0.091081], [4.508803, -1.550181, -1.787563], [1.739643, -1.508624, -3.138784], [2.634653, -1.903173, -3.647402], [1.287487, -0.741134, -3.784332], [1.024254, -2.334151, -3.009905], [2.044129, 4.174568, 1.026866], [1.194300, 4.672342, 1.509523], [2.676481, 4.937870, 0.552308], [2.628289, 3.651078, 1.795317], [1.196751, 3.987732, -1.719134], [1.214284, 3.356212, -2.614629], [2.006065, 4.728101, -1.797786], [0.235243, 4.517896, -1.670885], [-3.894020, -0.461586, -0.089172], [1.111143, -1.162569, -0.128552], [1.736707, -1.181227, 1.186680], [1.608132, -0.200820, 2.237056], [0.242046, 0.552145, 2.431674], [0.182381, 1.846442, 1.806826], [0.076044, 2.120004, 0.384729], [-0.386182, 1.015475, -0.665308], [-0.322957, -0.460840, -0.338998], [-3.990018, 1.448963, 0.124071], [0.895729, -2.239523, -0.331931], [2.421010, -2.033011, 1.370400], [2.399398, 0.569356, 2.119240], [1.855258, -0.695974, 3.191775], [-0.609093, -0.069530, 2.127329], [0.113602, 0.713917, 3.515523], [0.113845, 2.722095, 2.446927], [-0.723918, 2.890332, 0.335300], [0.108926, 1.187166, -1.639259], [-1.436986, 1.266169, -0.883863], [-0.971469, -0.738111, 0.498534], [-0.781652, -0.982918, -1.197039], [-4.474208, 1.888989, -0.761784], [-2.996074, 1.892076, 0.279151], [-4.604528, 1.660719, 1.015440], [-2.166688, -1.790128, 2.471840], [-3.208096, -2.829432, 1.560210], [-3.933419, -2.308657, 0.491585], [-4.816942, -3.129226, -0.209737], [-5.764023, -2.397701, -1.465281], [-4.955937, -4.497291, 0.109793], [-6.074375, -5.483679, -0.736326], [-4.203064, -5.019772, 1.200444], [-4.334265, -6.671462, 1.612229], [-3.329829, -4.182900, 1.945629], [-2.500843, -4.774209, 3.323221]], "forces_ev_per_angstrom": [[1.6, -1.3, 0.4], [1.0, 0.5, 0.4], [0.4, 0.2, 0.1], [0.5, 0.1, -0.6], [-0.4, 0.3, -0.2], [0.0, -0.3, 0.0], [0.1, -0.1, 0.2], [-0.1, 0.1, 0.0], [0.3, 0.1, -0.5], [-0.1, 0.3, 0.0], [-0.4, -0.1, -0.2], [-0.2, -0.1, 0.0], [0.4, 0.0, -0.8], [-0.4, 0.1, 0.0], [0.1, -0.2, 0.2], [0.2, 0.3, 0.2], [0.3, 0.5, 0.1], [0.1, -0.2, -0.1], [-0.1, -0.1, 0.1], [-0.4, 0.0, -0.3], [0.3, 0.7, -0.6], [-0.1, 0.1, 0.2], [-0.3, -0.1, -0.2], [0.2, -0.2, 0.0], [0.2, 0.3, 0.9], [-2.8, -0.8, 2.0], [0.2, -1.6, -1.3], [0.1, 0.7, 1.4], [1.0, -1.2, 0.7], [0.3, 1.6, 0.0], [-2.9, -0.4, -0.2], [-0.2, 1.1, 0.1], [0.9, -1.1, -0.2], [-0.1, 0.4, -0.4], [0.2, 0.3, -0.6], [-0.6, 0.5, -0.2], [-0.3, 0.6, 0.6], [0.0, 0.0, -0.2], [0.6, -0.2, 0.3], [0.0, -0.1, -0.3], [-0.2, 0.0, -0.1], [0.0, 0.3, -0.7], [0.0, 0.0, 0.2], [0.3, -0.3, 0.1], [0.4, 0.2, -0.1], [0.2, 0.1, -0.1], [0.2, 0.2, 0.4], [-0.4, -0.1, 0.0], [0.2, -0.1, -0.3], [-0.3, -0.2, -0.1], [-0.4, -0.8, 0.1], [-0.1, -0.4, -0.4], [0.6, -1.1, 1.0], [-0.1, -0.1, -0.2], [0.5, 0.6, 0.7], [0.0, -0.1, 0.0], [0.2, 1.1, -0.4], [-0.1, -0.2, 0.0], [-0.8, 0.3, -0.9], [0.0, -0.1, -0.1]], "nbo_charge": [1.605, 1.474, -0.765, -0.737, 0.296, 0.235, 0.231, 0.239, -0.970, 0.256, 0.279, 0.226, -0.989, 0.244, 0.249, 0.258, -0.981, 0.268, 0.231, 0.284, -1.015, 0.248, 0.248, 0.260, 1.354, -0.527, -0.577, -0.419, -0.413, -0.640, -0.581, -0.396, -0.418, -1.307, 0.227, 0.179, 0.128, 0.195, 0.164, 0.206, 0.181, 0.202, 0.169, 0.224, 0.236, 0.188, 0.218, 0.229, 0.233, 0.061, -0.056, -0.592, -0.061, 0.008, -0.107, 0.057, -0.078, 0.069, -0.098, 0.071]}

=====

No. 2
{"formula": "C4H9NOS", "method": "the ωB97M-V functional and the def2-TZVPD basis", "energy_ev": -18661.9824, "relative_energy_kj_mol": 534.9, "gap_ev": 5.52, "total_charge": 0, "species": ["C", "N", "C", "C", "S", "C", "O", "H", "H", "H", "H", "H", "H", "H", "H", "H"], "xyz": [[0.443316, -1.872071, -0.917466], [-0.870120, -1.252694, -0.568450], [-0.775908, 0.040193, -0.021743], [-0.774484, 1.246399, -0.878685], [0.460193, 0.899516, -2.133263], [-0.672503, 0.222075, 1.378606], [-0.317155, 1.239825, 1.942811], [0.727620, -1.737787, -1.951143], [1.219141, -1.494069, -0.250052], [0.411404, -2.947630, -0.714706], [-1.334924, -1.820443, 0.135247], [1.942257, 2.490267, 1.618838], [-1.728162, 1.431981, -1.362772], [-0.400556, 2.041204, -0.229509], [2.532684, 2.190690, 1.943258], [-0.862801, -0.677456, 2.009035]], "forces_ev_per_angstrom": [[0.1, -1.1, 0.6], [0.2, 0.7, 0.7], [0.4, 0.4, -3.9], [-0.1, -0.1, 0.4], [0.2, -0.4, 0.6], [0.8, -0.2, 2.7], [-0.3, -0.1, -0.5], [-0.2, 0.3, -0.1], [0.1, 0.2, -0.2], [-0.3, 0.0, -0.1], [0.3, -0.3, 0.0], [-0.1, 0.0, -0.1], [-0.2, 0.2, 0.3], [-0.6, 0.3, -0.1], [0.2, 0.0, 0.1], [-0.3, 0.0, -0.3]], "nbo_charge": [-0.402, -0.598, 0.298, -0.624, -0.121, 0.291, -0.460, 0.230, 0.196, 0.196, 0.371, 0.008, 0.241, 0.261, -0.009, 0.123]}